1.
Here is a structure of composition C31H27B2F3N2O12S from the OMol25 dataset. Energies are from wB97M-V/def2-TZVPD.

## Properties
HOMO level = -8.98 eV
Gap between HOMO and LUMO = 7.2808 eV
LUMO energy = -1.69 eV
Molecular weight = 730.24 g mol⁻¹
DFT total energy = -2957.46367 hartree

The geometry in ORCA input format:
```
! RIJCOSX wB97M-V def2-TZVPD def2/J DEFGRID3
* xyz 0 1
S -1.4906 -7.7039 -1.6529
F -3.9920 -3.6107 -1.1407
F -5.5061 -5.0524 -1.7162
F -5.5346 -3.0915 -2.6130
O 0.3115 -1.3135 -4.1543
O -2.2889 7.0288 -0.1638
O -3.9644 -4.5889 -3.1704
O 4.3511 -2.5568 6.0655
O 1.7027 -0.3102 -0.4825
O 2.0710 0.9778 2.8514
O -0.2600 2.2056 -0.4010
O 1.5486 -2.2981 0.8748
O 1.7753 7.0696 0.0813
O 3.8217 -6.9586 -1.3006
O 3.0791 -5.4987 -2.8026
O -2.8933 8.7518 4.8096
N -2.1899 -6.4513 -2.3727
N -0.0512 -7.0458 -1.1904
C -3.9091 8.2381 2.7509
C -1.5772 -4.0710 -2.8229
C -0.1671 -5.7965 -1.6092
C -2.4206 7.4239 0.9777
C 2.1677 0.0276 5.0019
C 0.6590 -3.5331 -1.9297
C 1.8005 -2.5297 -1.7315
C -2.8760 -3.7110 -3.5465
C -1.7175 -0.5814 -2.8332
C 3.0343 -5.9115 -1.6621
C -1.5273 -0.0803 -1.3535
C 3.8297 -1.7471 5.3299
C -0.3451 4.4658 -1.0677
C 2.1047 -5.2277 -0.6526
C 2.5927 0.1678 3.5888
C -0.5689 -3.1548 -2.6536
C -1.4200 7.9749 3.1482
C 0.8453 -4.7923 -1.4258
C -3.7541 7.8065 1.5021
C -1.2650 7.5432 1.8991
C -2.7535 8.3569 3.6725
C 0.2001 3.3275 -0.2973
C -4.7122 -4.0735 -2.1788
C -1.3658 -5.3838 -2.2978
C 1.3354 3.5915 0.6138
C 4.2531 -1.6054 3.9158
C 0.1683 5.6876 -0.9458
C 1.8524 4.8106 0.7380
C 1.3077 5.9548 -0.0324
C 3.6789 -0.7180 3.1081
C 2.7415 -0.8597 5.8101
B -0.6487 -1.6677 -3.2244
B 1.6590 -1.6896 -0.3580
H -1.6125 0.2977 -3.4941
H -4.8749 8.5207 3.1503
H -1.1755 4.2500 -1.7280
H 2.7760 -3.0424 -1.6773
H -4.5855 7.7139 0.8148
H 3.9729 -0.6005 2.0727
H 1.8913 -1.8363 -2.5767
H -0.7098 0.6584 -1.3103
H -2.7486 -3.7615 -4.6370
H 2.6835 5.0236 1.3985
H 1.3722 0.6830 5.3329
H -2.7672 -0.8965 -2.9249
H 1.0724 -3.1363 0.8090
H 1.7705 -5.9035 0.1497
H 1.7126 2.7383 1.1638
H -2.4485 0.4454 -1.0622
H 2.5553 -4.3541 -0.1688
H 0.7235 -2.1175 -4.5007
H 0.9383 0.1042 -0.0534
H -0.2148 6.5323 -1.4991
H -1.2872 -0.9071 -0.6652
H 3.8637 -7.6063 -2.0158
H -3.2062 -2.6955 -3.3000
H 5.0482 -2.2608 3.5839
H 2.4458 -0.9765 6.8450
H -0.5884 8.0681 3.8350
H -0.2997 7.2637 1.5027
*
```

Listed below, in e, are the Löwdin charges computed for each atom: atom 1 (S): 1.029, atom 2 (F): 0.169, atom 3 (F): 0.163, atom 4 (F): 0.153, atom 5 (O): 0.148, atom 6 (O): 0.097, atom 7 (O): 0.035, atom 8 (O): 0.109, atom 9 (O): 0.144, atom 10 (O): 0.096, atom 11 (O): 0.072, atom 12 (O): 0.162, atom 13 (O): 0.097, atom 14 (O): 0.099, atom 15 (O): 0.108, atom 16 (O): 0.111, atom 17 (N): -0.226, atom 18 (N): -0.191, atom 19 (C): 0.022, atom 20 (C): -0.076, atom 21 (C): -0.333, atom 22 (C): -0.363, atom 23 (C): 0.023, atom 24 (C): -0.099, atom 25 (C): -0.008, atom 26 (C): -0.062, atom 27 (C): -0.115, atom 28 (C): -0.467, atom 29 (C): -0.086, atom 30 (C): -0.386, atom 31 (C): 0.033, atom 32 (C): -0.031, atom 33 (C): -0.375, atom 34 (C): 0.023, atom 35 (C): 0.031, atom 36 (C): -0.126, atom 37 (C): 0.022, atom 38 (C): 0.036, atom 39 (C): -0.386, atom 40 (C): -0.339, atom 41 (C): -0.708, atom 42 (C): -0.248, atom 43 (C): 0.039, atom 44 (C): 0.025, atom 45 (C): 0.007, atom 46 (C): 0.029, atom 47 (C): -0.399, atom 48 (C): 0.023, atom 49 (C): 0.023, atom 50 (B): -0.424, atom 51 (B): -0.625, atom 52 (H): 0.108, atom 53 (H): 0.123, atom 54 (H): 0.128, atom 55 (H): 0.112, atom 56 (H): 0.122, atom 57 (H): 0.125, atom 58 (H): 0.106, atom 59 (H): 0.033, atom 60 (H): 0.154, atom 61 (H): 0.124, atom 62 (H): 0.122, atom 63 (H): 0.085, atom 64 (H): 0.097, atom 65 (H): 0.126, atom 66 (H): 0.102, atom 67 (H): 0.082, atom 68 (H): 0.109, atom 69 (H): 0.115, atom 70 (H): 0.078, atom 71 (H): 0.117, atom 72 (H): 0.081, atom 73 (H): 0.125, atom 74 (H): 0.103, atom 75 (H): 0.123, atom 76 (H): 0.122, atom 77 (H): 0.125, atom 78 (H): 0.097


2.
Here is a structure of composition C52H51N4O5P3PdTe from the OMol25 dataset. Energies are from wB97M-V/def2-TZVPD.

## Properties
HOMO level = -1.20 eV
Energy relative to the best compared isomer or geometry (same formula, charge and spin) = 66.0 kcal/mol
Gap between HOMO and LUMO = 4.9714 eV
LUMO energy = 3.77 eV
Molecular weight = 1138.95 g mol⁻¹
DFT total energy = -4027.28493 hartree

The geometry in ORCA input format:
```
! RIJCOSX wB97M-V def2-TZVPD def2/J DEFGRID3
* xyz -2 1
Te 3.5710 -0.5831 3.2632
Pd -0.1585 0.4851 -0.0539
P 0.5097 -0.1506 2.6869
P 2.2323 0.7053 0.5055
P -1.9734 1.6776 -0.8535
O -0.2335 -0.2571 -2.7635
O -3.1335 1.6633 1.7089
O 1.3408 -7.3261 -0.0340
O -2.9709 0.4301 -1.1976
O -2.5599 2.7196 -2.0226
N -0.9994 -1.7649 -0.5821
N -2.8598 -5.9281 -3.4434
N 5.2422 2.3734 6.8500
N -3.1244 -4.7682 -3.8737
C -2.0880 3.6981 0.9062
C 4.6641 2.8630 5.7537
C -1.6858 -1.4581 -4.1813
C -2.8787 2.4730 0.5743
C -2.5952 -4.0014 -0.9309
C 4.0061 -1.2073 -0.3765
C -2.4303 -2.5917 -4.3758
C 0.3689 -6.9422 -0.9216
C 0.9211 1.3091 5.1118
C -2.1760 -3.6307 0.3188
C 0.0154 -0.7292 6.7486
C 0.4454 0.4632 7.3101
C 2.5321 -6.5702 -0.0394
C -4.8821 -0.8824 -1.6392
C -1.6295 3.6860 -2.5024
C -2.3024 5.0400 -2.5933
C 2.2085 2.9357 -1.1861
C -1.7523 -6.1992 -2.5834
C 2.3600 4.2669 -1.5417
C 3.8896 0.1367 -0.0197
C 2.4686 2.5093 0.1153
C 2.8687 3.4568 1.0494
C -2.1739 -3.2701 -2.0603
C 4.2814 0.7039 4.7865
C -2.1769 0.6909 2.1338
C -1.3493 -2.5087 0.4466
C 5.3362 1.0457 6.9142
C -0.8799 -7.5313 -0.7639
C -1.3981 -2.1137 -1.8207
C 2.1739 0.5764 2.3040
C -0.4823 -5.6591 -2.7683
C 0.9077 1.4820 6.4855
C -1.0227 -1.1925 -2.9354
C -2.7128 1.3600 4.5456
C -0.7318 1.1521 2.1641
C -4.3826 0.5100 -1.3138
C -0.9460 3.6351 1.6039
C 2.7628 5.2044 -0.5982
C -2.6884 0.2525 3.5062
C 0.4836 0.1205 4.5311
C 0.0462 -0.8976 5.3700
C 5.0211 0.9402 -0.0704
C 4.8777 0.1825 5.9337
C -1.9220 -7.1690 -1.5977
C 4.1806 2.0884 4.7141
C -2.5890 -3.5859 -3.3988
C 5.2274 -1.7427 -0.7503
C 6.3569 -0.9331 -0.7819
C 0.5709 -6.0222 -1.9442
C 6.2471 0.4070 -0.4432
C -0.2877 2.4388 2.0696
C 3.0117 4.7940 0.7034
H -3.8628 2.7680 0.1960
H 3.0880 -6.6999 -0.9740
H -2.6420 5.3735 -1.6125
H -1.0196 -8.2586 0.0259
H -2.4536 4.6622 0.5695
H 0.4350 0.5963 8.3861
H -0.7504 3.7248 -1.8518
H -0.3309 -1.5359 7.3853
H -1.2813 3.3706 -3.4932
H -0.4037 4.5595 1.7844
H -5.9702 -0.8966 -1.7426
H -1.6117 5.7861 -2.9929
H 4.9500 1.9885 0.1926
H -3.3870 2.1608 4.2407
H -4.6002 -1.5760 -0.8448
H 5.7972 0.6398 7.8115
H -2.0707 -0.5802 3.8484
H 3.1204 -1.8349 -0.3603
H -1.7213 1.7920 4.6869
H 4.9679 -0.8880 6.0802
H 2.8660 6.2475 -0.8750
H 2.1419 4.5778 -2.5576
H -4.8122 0.8673 -0.3710
H -2.4762 -4.1850 1.1994
H 1.2701 2.4094 6.9151
H 3.0328 3.1237 2.0662
H -3.0427 0.9727 5.5127
H -1.5376 -0.7368 -4.9757
H 7.3166 -1.3445 -1.0726
H -2.9002 -7.6199 -1.4805
H -0.2631 -1.8409 4.9314
H 1.5344 -5.5547 -2.0961
H -2.2292 -0.1784 1.4664
H 1.2992 2.0948 4.4692
H -3.6958 -0.1490 3.3574
H -3.2569 -4.8463 -1.0620
H 3.7092 2.5463 3.8551
H 5.2951 -2.7898 -1.0215
H 3.1320 -6.9423 0.7881
H 2.3276 -5.5059 0.1105
H 4.5814 3.9459 5.7006
H -4.4331 -1.2377 -2.5671
H 7.1209 1.0484 -0.4650
H -4.6479 1.2209 -2.1034
H -0.9735 -2.1886 1.4143
H 1.8452 2.2182 -1.9152
H 3.3144 5.5152 1.4553
H -0.3163 -4.9148 -3.5360
H -3.1704 4.9863 -3.2536
H 0.7646 2.5696 2.2959
H -2.8692 -2.8035 -5.3463
*
```

Atom charges from the Löwdin analysis, given in e for atoms 1 to 99: atom 1 (Te): 1.226, atom 2 (Pd): 0.260, atom 3 (P): 0.862, atom 4 (P): 0.838, atom 5 (P): 0.907, atom 6 (O): -0.060, atom 7 (O): -0.106, atom 8 (O): -0.101, atom 9 (O): -0.333, atom 10 (O): -0.320, atom 11 (N): 0.088, atom 12 (N): 0.010, atom 13 (N): 0.026, atom 14 (N): 0.022, atom 15 (C): -0.104, atom 16 (C): -0.177, atom 17 (C): -0.041, atom 18 (C): -0.406, atom 19 (C): -0.033, atom 20 (C): -0.129, atom 21 (C): -0.070, atom 22 (C): -0.293, atom 23 (C): -0.123, atom 24 (C): -0.051, atom 25 (C): -0.105, atom 26 (C): -0.111, atom 27 (C): -0.100, atom 28 (C): -0.062, atom 29 (C): -0.330, atom 30 (C): -0.087, atom 31 (C): -0.109, atom 32 (C): -0.323, atom 33 (C): -0.108, atom 34 (C): -0.410, atom 35 (C): -0.377, atom 36 (C): -0.122, atom 37 (C): -0.132, atom 38 (C): -0.548, atom 39 (C): -0.371, atom 40 (C): -0.158, atom 41 (C): -0.190, atom 42 (C): -0.020, atom 43 (C): -0.143, atom 44 (C): -1.021, atom 45 (C): -0.022, atom 46 (C): -0.092, atom 47 (C): -0.411, atom 48 (C): -0.083, atom 49 (C): -0.393, atom 50 (C): -0.295, atom 51 (C): -0.096, atom 52 (C): -0.119, atom 53 (C): -0.192, atom 54 (C): -0.422, atom 55 (C): -0.133, atom 56 (C): -0.091, atom 57 (C): -0.153, atom 58 (C): -0.056, atom 59 (C): -0.135, atom 60 (C): -0.302, atom 61 (C): -0.103, atom 62 (C): -0.115, atom 63 (C): -0.016, atom 64 (C): -0.100, atom 65 (C): -0.141, atom 66 (C): -0.103, atom 67 (H): 0.114, atom 68 (H): 0.087, atom 69 (H): 0.055, atom 70 (H): 0.109, atom 71 (H): 0.085, atom 72 (H): 0.088, atom 73 (H): 0.082, atom 74 (H): 0.089, atom 75 (H): 0.113, atom 76 (H): 0.098, atom 77 (H): 0.069, atom 78 (H): 0.068, atom 79 (H): 0.098, atom 80 (H): 0.070, atom 81 (H): 0.075, atom 82 (H): 0.089, atom 83 (H): 0.081, atom 84 (H): 0.102, atom 85 (H): 0.061, atom 86 (H): 0.082, atom 87 (H): 0.086, atom 88 (H): 0.093, atom 89 (H): 0.106, atom 90 (H): 0.097, atom 91 (H): 0.098, atom 92 (H): 0.066, atom 93 (H): 0.068, atom 94 (H): 0.093, atom 95 (H): 0.088, atom 96 (H): 0.104, atom 97 (H): 0.094, atom 98 (H): 0.101, atom 99 (H): 0.106


3.
Here is the molecule C4H7N from the OMol25 dataset. Energies are from wB97M-V/def2-TZVPD.

## Properties
HOMO level = -9.99 eV
Energy relative to the best compared isomer or geometry (same formula, charge and spin) = 41.6 kcal/mol
Gap between HOMO and LUMO = 10.9302 eV
LUMO energy = 0.94 eV
Molecular weight = 69.11 g mol⁻¹
DFT total energy = -211.29436 hartree
SMILES = CCCC#N

The geometry in ORCA input format:
```
! RIJCOSX wB97M-V def2-TZVPD def2/J DEFGRID3
* xyz 0 1
N 2.1543 0.9120 1.0881
C -1.4432 0.2911 0.1013
C 1.6723 -0.0294 0.6055
C 0.8182 -0.9421 -0.1321
C -0.0438 0.3481 -0.4852
H 0.6100 1.1796 0.0620
H -1.3907 0.1206 1.1856
H 0.3140 -1.6998 0.4915
H -1.9317 1.2553 -0.0566
H 1.3177 -1.4607 -0.9668
H 0.0014 0.5184 -1.5642
H -2.0785 -0.4931 -0.3291
*
```

Listed below, in e, are the Löwdin charges computed for each atom: atom 1 (N): 0.128, atom 2 (C): -0.115, atom 3 (C): -0.308, atom 4 (C): -0.117, atom 5 (C): -0.263, atom 6 (H): 0.107, atom 7 (H): 0.081, atom 8 (H): 0.118, atom 9 (H): 0.072, atom 10 (H): 0.116, atom 11 (H): 0.108, atom 12 (H): 0.074


4.
Here is a structure of composition C28H45BrN2OP2Re from the OMol25 dataset. Energies are from wB97M-V/def2-TZVPD.

## Properties
HOMO level (spin up / spin down) = -19.39 / -19.84 eV
Gap between HOMO and LUMO (spin up / spin down) = 5.3409 / 4.5002 eV
LUMO energy (spin up / spin down) = -14.05 / -15.34 eV
Molecular weight = 753.74 g mol⁻¹
DFT total energy = -4611.90193 hartree

The geometry in ORCA input format:
```
! RIJCOSX wB97M-V def2-TZVPD def2/J DEFGRID3
* xyz 4 4
Re -0.6079 0.6690 0.2586
Br -2.8851 2.6111 3.4861
P 1.4439 -0.3094 -0.4001
P -1.4167 -1.5197 -1.8111
O -0.4548 -0.5428 1.9911
N 2.8892 4.6617 -2.8164
N -0.6522 -1.0011 4.1863
C -0.8838 -3.8135 -3.2948
C -0.9727 -0.5423 5.5277
C -0.1009 2.1291 -1.0872
C 1.8888 3.6548 -0.8672
C 3.1616 -2.7266 -0.7811
C -0.7670 -0.1515 3.1662
C -3.1445 3.1042 -0.6068
C 2.8373 4.4807 -1.4919
C -3.5045 3.2753 0.7159
C -2.6680 1.8150 -0.9770
C -2.9899 0.6112 -0.1769
C 1.0334 3.1380 -3.0630
C -1.3184 1.6359 -1.4261
C 3.3805 0.6331 -2.4593
C -2.9355 -1.3861 -4.2515
C -0.2602 -2.5412 -2.7781
C 1.9617 -2.0851 -0.0577
C -0.1195 -2.3247 3.8989
C -3.8337 -2.8588 -1.1155
C -3.2964 2.1944 1.5858
C 2.7586 0.5784 0.5616
C 0.9517 2.9681 -1.6540
C -2.5100 -0.6426 -3.0064
C 2.0276 3.9751 -3.5901
C -2.3815 -2.6432 -0.7264
C 2.0928 -0.1491 -2.1437
C -3.3483 0.8861 1.1970
C 4.1976 0.0379 0.7011
H 0.8769 -2.2611 3.4467
H 2.7747 1.5858 0.1094
H -0.1481 -4.3558 -3.8840
H -1.7385 -3.6204 -3.9397
H -3.0732 3.9383 -1.3082
H -0.7740 -2.8673 3.2062
H -0.4079 0.3702 5.7641
H -4.4115 -1.9345 -1.1122
H -3.9459 -3.3485 -2.0850
H 3.3849 0.8133 -3.5494
H -1.1947 -4.4652 -2.4776
H 2.2541 -1.1774 -2.4769
H -2.0876 -1.6407 -4.8763
H -3.3913 -0.2809 -2.4662
H -3.9191 4.1836 1.0905
H -1.1197 0.8712 3.3665
H -2.3325 -2.1926 0.2829
H 2.1060 4.1068 -4.6879
H 3.0342 -2.8930 -1.8593
H 0.1202 -1.8955 -3.5800
H 4.7586 0.0065 -0.2411
H 3.4502 1.6108 -1.9583
H -1.8367 -3.5966 -0.6595
H 2.2139 -2.0152 1.0094
H 3.3282 -3.7209 -0.3464
H 1.2702 0.2304 -2.7616
H 0.2935 2.6849 -3.7344
H 4.2449 -0.9436 1.1919
H -2.0366 -0.2907 5.6069
H -3.5130 -2.2788 -4.0247
H -3.6910 0.0823 1.8360
H 1.8080 3.6517 0.2212
H 2.3304 0.6894 1.5740
H -3.3998 -0.3027 -0.5950
H 0.6076 -2.7571 -2.1419
H -0.7369 -1.3252 6.2443
H 4.7427 0.7375 1.3463
H -1.9776 0.2867 -3.2662
H 4.2921 0.0408 -2.2655
H -4.2962 -3.5168 -0.3721
H 1.0639 -2.7185 -0.1254
H 4.0924 -2.1723 -0.6143
H -3.5861 -0.7185 -4.8266
H 3.5687 5.0303 -0.8777
H -0.0642 -2.8808 4.8253
*
```

Listed below, in e, are the Löwdin charges computed for each atom: atom 1 (Re): 1.291, atom 2 (Br): 0.854, atom 3 (P): 0.883, atom 4 (P): 1.126, atom 5 (O): -0.254, atom 6 (N): 0.341, atom 7 (N): -0.127, atom 8 (C): -0.082, atom 9 (C): 0.012, atom 10 (C): -0.189, atom 11 (C): 0.014, atom 12 (C): -0.094, atom 13 (C): -0.263, atom 14 (C): 0.050, atom 15 (C): 0.013, atom 16 (C): -0.025, atom 17 (C): -0.216, atom 18 (C): -0.161, atom 19 (C): 0.045, atom 20 (C): -0.168, atom 21 (C): -0.097, atom 22 (C): -0.091, atom 23 (C): -0.363, atom 24 (C): -0.351, atom 25 (C): 0.014, atom 26 (C): -0.094, atom 27 (C): -0.558, atom 28 (C): -0.367, atom 29 (C): -0.201, atom 30 (C): -0.363, atom 31 (C): 0.015, atom 32 (C): -0.362, atom 33 (C): -0.351, atom 34 (C): -0.098, atom 35 (C): -0.094, atom 36 (H): 0.103, atom 37 (H): 0.040, atom 38 (H): 0.114, atom 39 (H): 0.072, atom 40 (H): 0.158, atom 41 (H): 0.108, atom 42 (H): 0.116, atom 43 (H): 0.076, atom 44 (H): 0.088, atom 45 (H): 0.100, atom 46 (H): 0.087, atom 47 (H): 0.054, atom 48 (H): 0.085, atom 49 (H): 0.077, atom 50 (H): 0.137, atom 51 (H): 0.046, atom 52 (H): 0.071, atom 53 (H): 0.178, atom 54 (H): 0.081, atom 55 (H): 0.100, atom 56 (H): 0.069, atom 57 (H): 0.057, atom 58 (H): 0.099, atom 59 (H): 0.077, atom 60 (H): 0.109, atom 61 (H): 0.058, atom 62 (H): 0.151, atom 63 (H): 0.085, atom 64 (H): 0.109, atom 65 (H): 0.079, atom 66 (H): 0.145, atom 67 (H): 0.147, atom 68 (H): 0.082, atom 69 (H): 0.064, atom 70 (H): 0.056, atom 71 (H): 0.112, atom 72 (H): 0.101, atom 73 (H): 0.079, atom 74 (H): 0.090, atom 75 (H): 0.111, atom 76 (H): 0.066, atom 77 (H): 0.072, atom 78 (H): 0.113, atom 79 (H): 0.177, atom 80 (H): 0.110


Which of these has the lowest DFT total energy?
C28H45BrN2OP2Re


Among the records above, which one has the highest molecular weight?
C52H51N4O5P3PdTe